Model a:
Computed, not measured: 2 unconnected molecules or ions with the total composition C3H5NO, with ωB97M-V/def2-TZVPD.

- Frontier orbital gap (spin up / spin down): 6.53 / 7.78 eV
- E_HOMO (spin up / spin down): -5.4 / -10.1 eV
- <S²>: 2.01

```
! wB97M-V def2-TZVPD RIJCOSX def2/J DEFGRID3
* xyz 0 3
O 1.767 -1.594 -0.931
N -0.292 1.116 0.630
C 1.232 -2.228 -1.685
C -0.803 -0.013 0.963
C -0.027 1.409 -0.747
H -1.001 -0.418 1.937
H 0.960 1.787 -0.916
H -1.036 -0.703 -0.003
H -0.327 0.473 -1.510
H -0.545 2.366 -0.714
*
```

Model b:
Computed, not measured: 2 unconnected molecules or ions with the total composition C3H5NO, with ωB97M-V/def2-TZVPD.

- Frontier orbital gap (spin up / spin down): 7.32 / 7.38 eV
- E_HOMO (spin up / spin down): -6.2 / -9.9 eV
- <S²>: 2.01

```
! wB97M-V def2-TZVPD RIJCOSX def2/J DEFGRID3
* xyz 0 3
O 0.625 1.578 0.336
N -0.506 -1.419 -1.111
C -0.592 1.125 0.887
C 0.406 -0.636 -0.869
C 0.361 0.245 0.258
H 0.791 -0.723 1.534
H -1.513 1.263 0.508
H 1.312 -0.629 -1.581
H -0.367 1.139 1.970
H -0.517 -1.944 -1.933
*
```

Result of the stability comparison: model b is the least stable of them.

Model a:
Computed, not measured: a molecular structure, C3H9N2O2, with ωB97M-V/def2-TZVPD.

- Frontier orbital gap: 9.50 eV
- E_HOMO: -14.2 eV

```
! wB97M-V def2-TZVPD RIJCOSX def2/J DEFGRID3
* xyz 1 1
O -1.580 0.203 -1.607
O -0.117 -1.153 2.010
N -1.286 0.370 0.744
N 0.415 -0.428 -0.219
C -0.718 0.404 -0.576
C 1.685 -0.070 -0.829
C -0.050 -0.031 1.226
H 0.072 2.124 -1.061
H 0.204 -1.477 -0.320
H 1.817 -0.748 -1.733
H -0.971 -1.448 2.073
H -2.411 -0.252 -1.222
H -1.863 1.118 1.125
H 0.629 0.613 1.609
H 2.548 -0.124 -0.112
H 1.624 0.898 -1.108
*
```

Model b:
Computed, not measured: a gas-phase ion, C3H9N2O2 (charge +1), with ωB97M-V/def2-TZVPD.

- Frontier orbital gap: 10.62 eV
- E_HOMO: -15.6 eV

```
! wB97M-V def2-TZVPD RIJCOSX def2/J DEFGRID3
* xyz 1 1
O 0.572 1.251 -0.137
O 0.724 -1.146 0.001
N -1.311 -0.140 0.109
N -0.101 -0.110 0.033
C -0.158 2.452 -0.409
C 2.111 -1.024 0.122
C -1.914 -1.366 0.311
H 2.495 -0.073 0.587
H -2.910 -1.388 -0.269
H 2.437 -1.887 0.550
H -1.289 -2.264 0.098
H 0.280 2.863 -1.399
H -1.233 2.149 -0.579
H 2.698 -1.040 -0.835
H -2.315 -1.470 1.388
H -0.086 3.193 0.430
*
```

Model c:
Computed, not measured: a gas-phase ion, C3H9N2O2 (charge +1), with ωB97M-V/def2-TZVPD.

- Frontier orbital gap: 10.30 eV
- E_HOMO: -15.9 eV

```
! wB97M-V def2-TZVPD RIJCOSX def2/J DEFGRID3
* xyz 1 1
O 1.894 -2.668 -0.654
O -0.417 -2.341 -0.392
N 0.326 -1.270 -0.089
N 1.644 -1.510 -0.062
C -0.175 0.023 0.460
C 0.756 1.144 0.237
C -1.465 0.419 -0.225
H 2.860 -2.670 -0.702
H 1.710 0.716 0.316
H -1.344 -2.215 -0.668
H -1.983 1.206 0.256
H -0.217 -0.168 1.467
H -1.181 0.778 -1.335
H 0.776 1.704 -0.653
H 0.710 1.755 1.175
H -2.288 -0.330 -0.366
*
```

Result of the stability comparison: model b is the least stable of them.

Model a:
Computed, not measured: a gas-phase ion, C3H9N2O2 (charge +1), with ωB97M-V/def2-TZVPD.

- Frontier orbital gap: 12.33 eV
- E_HOMO: -15.8 eV

```
! wB97M-V def2-TZVPD RIJCOSX def2/J DEFGRID3
* xyz 1 1
O 0.720 0.201 -0.117
O -1.652 0.238 0.160
N -2.660 0.953 0.846
N -0.313 1.930 1.082
C -0.399 0.786 0.332
C 2.189 -1.430 -1.134
C 0.794 -1.259 -0.583
H 0.431 -1.658 0.327
H 2.838 -0.909 -0.467
H -3.274 1.150 0.102
H 2.443 -0.989 -2.077
H 2.489 -2.433 -1.271
H -1.206 2.370 1.281
H 0.529 2.298 1.540
H -3.045 0.220 1.406
H 0.117 -1.466 -1.429
*
```

Model b:
Computed, not measured: 2 unconnected molecules or ions with the total composition C3H9N2O2, with ωB97M-V/def2-TZVPD.

- Frontier orbital gap: 9.90 eV
- E_HOMO: -14.8 eV

```
! wB97M-V def2-TZVPD RIJCOSX def2/J DEFGRID3
* xyz 1 1
O -0.070 2.115 0.109
O 2.396 0.158 -0.344
N -1.123 -0.350 -0.667
N 1.122 -1.039 1.025
C 1.241 -0.293 0.028
C -1.573 -1.058 0.461
C 0.058 0.148 -0.800
H 0.337 0.658 -1.753
H 0.602 2.533 0.632
H -2.012 -0.315 1.112
H 2.342 0.425 -1.223
H -1.708 0.052 -1.429
H -0.602 -1.624 0.862
H -0.728 1.791 0.778
H -2.321 -1.682 -0.003
H 2.038 -1.519 1.213
*
```

Result of the stability comparison: model a is the least stable of them.

Model a:
Computed, not measured: a single C3H4ClN molecule, with ωB97M-V/def2-TZVPD.

- Frontier orbital gap: 11.55 eV
- E_HOMO: -10.9 eV

```
! wB97M-V def2-TZVPD RIJCOSX def2/J DEFGRID3
* xyz 0 1
Cl 1.919 -0.741 0.121
N -1.200 -0.949 -0.002
C -1.979 -1.862 0.022
C 0.798 0.515 -0.474
C -0.486 0.161 0.294
H -0.164 -0.110 1.333
H 1.315 1.376 -0.220
H -0.943 1.135 0.422
H 0.741 0.474 -1.495
*
```

Model b:
Computed, not measured: 2 unconnected molecules or ions with the total composition C3H4ClN, with ωB97M-V/def2-TZVPD.

- Frontier orbital gap: 11.15 eV
- E_HOMO: -10.5 eV

```
! wB97M-V def2-TZVPD RIJCOSX def2/J DEFGRID3
* xyz 0 1
Cl 0.579 0.378 -1.934
N -1.233 1.711 0.779
C 0.146 -0.622 -0.593
C 1.063 -1.330 0.002
C -2.156 2.344 1.090
H 0.814 -1.679 0.948
H -0.412 1.129 0.442
H 2.093 -1.389 -0.248
H -0.893 -0.543 -0.486
*
```

Result of the stability comparison: model b is the least stable of them.

Model a:
Computed, not measured: 2 unconnected molecules or ions with the total composition C15H25NO4, with ωB97M-V/def2-TZVPD.

- Frontier orbital gap (spin up / spin down): 5.39 / 5.40 eV
- E_HOMO (spin up / spin down): -8.8 / -8.7 eV

```
! wB97M-V def2-TZVPD RIJCOSX def2/J DEFGRID3
* xyz 0 1
O 0.243 -1.379 2.889
O 1.866 3.872 2.462
O -0.316 3.506 2.401
O 1.190 1.330 2.412
N 0.834 3.309 2.740
C -0.685 -1.620 -0.531
C -0.889 -0.127 -0.460
C 0.496 -2.087 -1.399
C 2.476 0.673 0.513
C 2.830 -0.340 -0.560
C 2.115 -0.217 -1.866
C 1.262 -1.095 1.977
C -3.284 -0.683 0.513
C -1.412 0.851 1.423
C -2.816 1.557 -0.551
C -0.121 0.715 0.608
C 1.112 -1.010 -2.287
C 0.554 -0.822 -3.682
C -2.240 0.367 0.208
C 1.173 0.431 1.432
H -1.605 1.888 1.735
H -3.641 2.009 0.022
H -1.439 0.129 2.251
H -0.793 0.348 -1.451
H 2.761 -1.346 -0.135
H 0.070 -2.862 -2.053
H 2.209 -1.190 2.536
H 0.252 -0.591 3.474
H -2.863 -1.490 1.118
H 2.500 0.586 -2.501
H -1.581 -2.076 -0.982
H -3.206 1.249 -1.534
H 0.102 1.685 0.138
H -0.585 -2.054 0.475
H 1.223 -2.600 -0.752
H 3.892 -0.148 -0.790
H 1.233 -1.839 1.157
H 0.169 0.203 -3.850
H 2.328 1.665 0.074
H -2.029 2.311 -0.693
H -4.117 -0.231 1.066
H -3.695 -1.096 -0.418
H -0.268 -1.523 -3.892
H 3.343 0.732 1.190
H 1.353 -0.989 -4.427
*
```

Model b:
Computed, not measured: a molecular structure, C15H25NO4, with ωB97M-V/def2-TZVPD.

- Frontier orbital gap: 8.07 eV
- E_HOMO: -7.3 eV

```
! wB97M-V def2-TZVPD RIJCOSX def2/J DEFGRID3
* xyz 0 1
O 0.930 2.791 -1.966
O -2.267 0.810 -1.871
O 0.343 -1.329 -0.468
O 0.550 -2.613 4.660
N -0.541 2.409 -4.752
C -0.048 -3.231 6.993
C 1.841 -2.143 2.704
C -0.500 -2.825 5.482
C 0.499 -2.266 3.463
C -1.412 0.536 -0.911
C 2.082 1.973 -1.929
C -1.913 1.963 -2.631
C -0.811 -1.834 1.512
C 0.422 -1.396 1.004
C -0.934 1.431 -3.910
C -0.570 -0.932 -1.268
C -0.759 -2.209 2.886
C 0.707 2.876 -4.531
C 1.643 -1.663 1.546
C 1.105 3.457 -3.300
H 0.488 4.364 -3.117
H 2.314 1.248 -2.827
H 3.004 2.342 -2.039
H -2.718 2.305 -3.130
H -1.642 -2.222 3.391
H 2.424 -1.547 0.909
H 1.039 3.539 -5.307
H -1.249 -1.890 5.922
H 2.435 -2.226 3.409
H -1.631 -1.438 -0.896
H -1.991 -1.649 1.148
H 1.903 4.011 -3.447
H -1.796 0.577 -4.548
H -1.397 2.709 -2.274
H 1.981 1.531 -0.868
H -1.081 -3.511 5.185
H -0.448 -1.080 -2.375
H -1.979 0.528 0.056
H 1.455 2.019 -4.674
H 0.709 -2.509 7.504
H -0.169 0.662 -3.565
H 0.621 -4.240 7.017
H -1.307 3.109 -5.006
H -0.914 -3.657 7.683
H -0.417 1.223 -0.867
*
```

Result of the stability comparison: model b is the least stable of them.

Model a:
Computed, not measured: a molecular structure, C5H10PS2, with ωB97M-V/def2-TZVPD.

- Frontier orbital gap (spin up / spin down): 6.13 / 6.13 eV
- E_HOMO (spin up / spin down): -13.0 / -13.0 eV

```
! wB97M-V def2-TZVPD RIJCOSX def2/J DEFGRID3
* xyz 1 1
S -1.717 1.375 0.391
S -2.048 -1.623 -0.192
P 0.322 -0.205 0.531
C -1.080 -0.022 -0.569
C -1.003 0.250 -2.077
C 0.253 -1.794 1.264
C -0.446 0.965 1.668
C 1.963 0.286 -0.109
H -2.093 0.537 -2.499
H 2.868 0.154 0.423
H -0.869 0.466 2.446
H 1.095 -2.442 0.985
H -0.629 -1.797 1.934
H 2.082 1.373 -0.369
H 2.127 -0.236 -1.147
H 0.133 1.853 2.131
H -0.548 -0.429 -2.735
H -0.408 1.287 -2.076
*
```

Model b:
Computed, not measured: a molecular structure, C5H10PS2, with ωB97M-V/def2-TZVPD.

- Frontier orbital gap: 6.19 eV
- E_HOMO: -11.7 eV

```
! wB97M-V def2-TZVPD RIJCOSX def2/J DEFGRID3
* xyz 1 1
S -0.886 0.930 1.962
S -2.579 -1.646 -1.338
P 0.552 -0.380 0.112
C 0.217 -0.606 1.880
C 2.295 -0.275 -0.373
C -0.043 1.310 0.498
C -0.123 2.654 -0.121
C -3.692 -1.444 -0.144
H -1.157 3.070 0.069
H 2.258 0.470 -1.213
H -4.719 -1.726 -0.402
H 2.708 -1.287 -0.440
H 0.428 3.264 0.537
H 3.047 0.143 0.431
H 1.087 -0.352 2.588
H -0.354 -1.510 2.274
H 0.389 2.695 -1.098
H -3.360 -0.907 0.768
*
```

Result of the stability comparison: model a is the least stable of them.

Model a:
Computed, not measured: a molecular structure, H2OTl, with ωB97M-V/def2-TZVPD.

- Frontier orbital gap: 6.16 eV
- E_HOMO: -32.0 eV

```
! wB97M-V def2-TZVPD RIJCOSX def2/J DEFGRID3
* xyz 3 1
Tl 1.029 1.255 1.681
O -0.010 -0.430 -0.290
H -0.966 -0.796 -0.152
H -0.053 -0.028 -1.239
*
```

Model b:
Computed, not measured: a molecular structure, H2OTl, with ωB97M-V/def2-TZVPD.

- Frontier orbital gap: 7.33 eV
- E_HOMO: -33.3 eV

```
! wB97M-V def2-TZVPD RIJCOSX def2/J DEFGRID3
* xyz 3 1
Tl 0.630 -1.066 -1.489
O -0.069 0.041 0.313
H -0.942 0.424 0.231
H 0.381 0.601 0.945
*
```

Result of the stability comparison: model a is the least stable of them.

Model a:
Computed, not measured: a molecular structure, C30H80O10, with ωB97M-V/def2-TZVPD.

- Frontier orbital gap: 8.35 eV
- E_HOMO: -8.1 eV

```
! wB97M-V def2-TZVPD RIJCOSX def2/J DEFGRID3
* xyz 0 1
O 3.119 -2.075 -0.911
O 2.031 1.340 0.559
O -3.950 -1.189 0.118
O -1.866 2.921 2.950
O -1.962 -0.235 -5.112
O 1.638 -2.075 0.368
O 1.679 -0.276 0.029
O 1.085 -0.691 5.557
O -0.643 4.379 -2.460
O -1.292 -4.979 3.121
C -1.408 1.831 0.889
C 0.424 -1.033 4.391
C 2.788 1.711 -0.543
C -0.294 0.534 -0.848
C 0.357 0.003 0.472
C -2.997 0.829 -0.876
C -4.110 -0.234 -0.869
C 0.530 -3.533 2.591
C -2.624 1.485 -3.819
C 0.472 2.224 2.664
C -2.082 0.066 -3.715
C -0.248 2.029 -2.911
C -0.846 2.769 1.995
C 3.779 -1.158 0.721
C -5.577 0.328 -0.740
C -0.725 -0.089 -3.006
C 1.927 -1.134 2.487
C 1.369 3.762 -3.613
C -0.380 -1.247 0.986
C 2.586 -1.860 1.377
C 1.922 2.172 -1.634
C 0.933 -2.721 -1.631
C -0.851 -4.056 2.151
C 1.915 -0.513 -2.320
C 3.777 0.565 -0.862
C -0.965 -1.512 4.763
C -0.089 3.463 -3.422
C 2.196 -2.016 -2.015
C 0.400 0.176 3.487
C -1.828 -2.866 2.110
H -2.224 -5.114 2.932
H -1.444 -1.927 3.877
H 2.015 -0.724 5.322
H -3.058 1.596 -1.648
H 0.020 1.330 -3.703
H -0.287 -0.256 -1.599
H -1.931 2.215 -4.237
H -0.105 -1.497 2.011
H 0.631 -3.253 3.639
H 1.336 -4.199 2.282
H 1.186 2.030 1.864
H -1.600 -0.725 5.170
H -2.860 1.839 -2.815
H 0.843 -2.619 2.086
H 0.247 1.386 -1.260
H -2.039 0.328 -1.016
H -1.590 4.228 -2.413
H 1.497 -0.197 2.132
H -0.400 -1.107 -3.222
H -2.316 2.160 0.384
H 0.607 -2.380 -0.648
H 1.032 -3.801 -1.517
H -2.970 1.351 0.081
H -1.313 1.825 -2.800
H -1.670 3.681 3.503
H 2.796 -0.103 -2.814
H -0.581 1.721 0.187
H 1.873 3.562 -2.667
H 2.946 -2.798 1.799
H 1.358 1.302 -1.972
H -0.811 0.051 -1.929
H -1.572 0.848 1.330
H 2.504 -2.508 -2.938
H -1.478 -2.118 1.399
H -0.819 -4.585 1.199
H 0.304 1.283 3.188
H 0.387 0.824 1.189
H 4.273 -1.682 -0.097
H 2.705 -1.977 -0.050
H 3.106 -0.196 -1.262
H -5.911 0.987 -1.542
H 3.408 -0.264 0.219
H 1.640 0.081 -1.448
H 4.464 -0.913 1.533
H 0.998 -0.555 -2.907
H 0.323 1.736 -2.031
H -5.646 0.957 0.147
H -1.457 -1.088 1.029
H 2.651 1.253 1.286
H 0.915 -1.856 3.871
H 3.322 2.624 -0.279
H 1.745 3.133 -4.421
H 0.133 -2.446 -2.317
H 1.289 -1.238 0.056
H 1.454 4.825 -3.840
H -1.976 -2.380 3.074
H -0.923 -2.320 5.493
H 4.428 0.316 -0.025
H -6.297 -0.487 -0.666
H -0.188 -2.114 0.353
H -1.870 -1.175 -5.281
H -0.187 0.999 3.896
H -0.573 3.604 -4.389
H -2.780 -0.495 -3.094
H 1.397 0.557 3.267
H 1.262 3.017 -1.441
H 2.173 0.546 -0.016
H -1.293 0.953 -0.724
H 0.850 2.939 3.395
H -2.811 -3.225 1.803
H -3.913 -0.805 -1.777
H 1.103 -1.683 2.941
H 2.720 -0.830 3.171
H 0.067 0.549 -3.399
H -3.575 1.488 -4.351
H 0.044 -0.143 2.507
H 2.471 2.575 -2.485
H 4.521 0.895 -1.587
H -0.683 3.776 1.611
H -4.083 -0.688 0.926
*
```

Model b:
Computed, not measured: 10 unconnected molecules or ions with the total composition C30H80O10, with ωB97M-V/def2-TZVPD.

- Frontier orbital gap: 10.15 eV
- E_HOMO: -9.9 eV

```
! wB97M-V def2-TZVPD RIJCOSX def2/J DEFGRID3
* xyz 0 1
O 4.008 -7.355 4.084
O 6.763 4.640 2.529
O -4.282 -5.859 -2.818
O -5.122 -2.053 8.143
O -0.233 2.814 4.327
O -2.452 2.513 -1.167
O 3.236 -2.227 -7.618
O 0.712 0.374 0.864
O 8.121 1.375 -4.553
O -6.231 1.118 -1.992
C 1.911 -2.029 -7.144
C -8.649 1.358 -1.301
C -0.408 -1.679 1.267
C 5.640 2.504 2.208
C -1.813 4.291 5.269
C 0.857 -2.594 -8.136
C -4.682 -4.551 -3.014
C 6.827 2.011 -4.535
C 5.662 -5.725 4.425
C -1.026 3.950 3.970
C 0.984 -1.223 -0.882
C 3.882 -5.465 2.534
C -4.579 -4.113 -4.504
C -3.952 -3.662 -2.027
C 6.074 3.578 3.165
C -5.357 -0.324 6.518
C 7.077 3.069 4.186
C -6.731 0.887 0.416
C 6.333 2.314 -5.987
C 1.800 -0.508 -6.968
C -2.157 3.813 -1.654
C -3.066 -1.622 7.041
C -4.348 -0.943 7.615
C -2.050 3.739 -3.156
C 0.068 5.018 3.510
C 5.934 1.048 -3.805
C -7.243 0.653 -1.103
C -3.256 4.781 -1.218
C 0.802 -0.990 0.655
C 4.745 -6.388 3.381
H -0.144 -2.257 -7.866
H 7.455 3.925 4.745
H -5.216 -4.744 -5.124
H -7.501 0.617 1.139
H -7.346 -0.423 -1.244
H -5.842 -1.161 6.016
H -4.118 4.774 -1.885
H 2.899 -5.342 2.987
H 3.216 -2.252 -8.577
H -2.490 -0.980 6.375
H 8.150 0.606 -5.127
H 0.801 -3.682 -8.178
H -6.209 0.199 6.953
H -8.552 2.435 -1.158
H 2.478 -0.166 -6.186
H 6.564 2.135 1.762
H -9.104 1.196 -2.278
H -1.281 -1.427 0.665
H 1.899 -2.369 -6.108
H -4.427 -2.680 -2.039
H -3.816 -3.903 -0.973
H -5.741 -4.546 -2.757
H -0.591 -1.391 2.302
H -3.347 -5.938 -3.019
H -6.637 0.841 -2.816
H -6.377 1.877 0.703
H 7.514 4.237 2.088
H 6.757 3.179 -6.497
H 6.282 0.625 -2.862
H 0.823 -2.174 -9.141
H -1.206 4.080 6.149
H -0.389 5.926 3.114
H -2.435 -2.064 7.812
H 4.987 1.878 2.817
H -6.001 -1.752 8.383
H 7.879 2.462 3.766
H -4.818 -3.062 -4.666
H 5.442 -6.899 2.717
H -4.029 -0.105 8.235
H -3.388 2.380 -1.337
H -1.862 4.745 -3.531
H 0.995 -2.252 -1.241
H 5.041 1.620 -3.551
H 3.661 -7.002 4.906
H -2.906 5.810 -1.133
H -1.158 3.239 -3.534
H -2.865 3.227 -3.668
H 6.420 1.493 -6.698
H 1.910 0.115 -7.856
H 0.141 -0.731 -1.367
H 6.616 2.396 4.910
H -0.400 -2.764 1.162
H 5.285 2.600 -6.071
H 4.350 -4.520 2.257
H 6.291 -5.057 3.836
H 3.793 -6.046 1.616
H 0.261 2.447 3.591
H 0.801 -0.256 -6.614
H -3.419 -2.427 6.396
H -5.923 0.183 0.618
H -3.547 -4.193 -4.846
H 5.664 0.193 -4.425
H -0.088 0.686 0.435
H -9.352 1.063 -0.522
H -1.169 4.106 -1.298
H -2.955 -3.431 -2.400
H 6.834 2.972 -4.022
H -2.724 3.706 5.394
H 6.361 -6.433 4.871
H -4.929 0.378 5.803
H 1.727 -1.369 1.090
H 0.544 5.426 4.402
H 0.849 4.644 2.848
H 5.258 4.115 3.649
H -3.535 4.566 -0.187
H 1.950 -0.816 -1.182
H 5.072 -5.225 5.193
H 5.008 3.021 1.486
H -1.733 3.885 3.144
H -2.204 5.297 5.122
*
```

Result of the stability comparison: model a is the least stable of them.